Computed, not measured: a molecular structure, C15H19Cl5N5O6SiTc in a non-equilibrium geometry, with ωB97M-V/def2-TZVPD.

Structure (XYZ):
```
52
Properties=species:S:1:pos:R:3:forces:R:3
Tc 0.872 1.150 -0.748 -2.1 -1.2 -0.3
O -0.853 -2.515 -0.536 0.1 0.1 -0.1
C -0.759 -1.197 -0.059 -0.3 -0.3 0.4
O 0.356 -0.604 -0.748 0.3 0.6 0.1
C -2.045 -0.473 -0.507 0.0 0.1 -0.2
O -1.757 0.857 -0.891 -0.2 0.0 0.1
C -2.270 1.888 -0.062 0.1 0.0 -0.1
C -1.297 2.282 1.024 0.3 -0.2 -0.4
O -1.622 2.847 2.020 0.0 0.2 0.3
O -0.007 1.955 0.779 0.1 0.0 0.4
H -0.041 -2.743 -1.003 0.0 0.0 0.0
H -2.780 -0.508 0.296 0.0 0.0 0.0
H -2.427 -1.007 -1.374 0.0 0.0 0.0
H -3.221 1.620 0.394 -0.1 0.0 0.0
H -2.413 2.767 -0.692 -0.1 0.0 -0.1
Cl 2.064 3.125 -7.490 0.0 0.0 0.0
C 1.489 2.909 -5.894 0.0 0.1 0.0
C 2.127 2.011 -5.045 0.1 -0.1 0.0
Cl 3.504 1.117 -5.530 0.0 0.0 0.0
C 1.622 1.861 -3.768 0.1 -0.3 0.2
Cl 2.324 0.740 -2.617 0.6 -0.1 -0.5
C 0.541 2.560 -3.282 -0.1 -0.3 0.4
O 0.095 2.357 -2.023 0.8 0.6 0.3
C -0.085 3.464 -4.125 -0.2 0.2 -0.1
Cl -1.426 4.339 -3.516 0.0 0.0 -0.1
C 0.382 3.632 -5.428 0.0 0.0 0.0
Cl -0.405 4.739 -6.463 0.0 0.0 0.0
N 5.025 -0.959 1.804 0.2 0.3 -0.2
N 3.938 -0.169 1.584 0.0 -0.1 0.3
N 3.615 0.806 2.421 0.0 -0.1 -0.2
C 2.580 1.352 1.805 0.1 -0.3 0.1
N 2.321 0.700 0.657 0.4 0.7 0.0
N 3.221 -0.276 0.529 -0.1 0.2 -0.1
H 5.322 -0.899 2.767 -0.1 -0.1 0.1
H 4.917 -1.878 1.402 -0.1 -0.1 0.1
H 2.000 2.178 2.181 0.0 0.0 0.0
C -3.367 -2.405 2.089 -0.2 0.0 -0.1
Si -1.547 -2.457 2.464 0.0 0.1 0.1
C -1.246 -1.925 4.224 0.0 0.0 0.1
C -0.884 -4.168 2.179 0.1 -0.2 0.0
C -0.554 -1.188 1.452 0.2 0.1 -0.5
H -3.869 -3.150 2.713 0.0 0.0 0.0
H -3.582 -2.655 1.046 0.0 0.0 0.1
H -3.815 -1.433 2.318 0.0 -0.1 0.0
H -1.751 -2.592 4.928 0.0 0.0 0.0
H -1.624 -0.912 4.393 0.0 0.0 0.0
H -0.179 -1.935 4.466 -0.1 0.0 0.0
H -1.218 -4.832 2.983 0.0 0.0 -0.1
H 0.209 -4.190 2.167 -0.1 0.0 0.0
H -1.244 -4.572 1.232 0.0 0.0 0.0
H 0.499 -1.433 1.647 0.0 0.0 0.0
H -0.733 -0.181 1.837 0.0 -0.1 0.1
```
Positions in Å, forces in eV/Å.

Output
Lowest unoccupied orbital energy (alpha / beta) ... -5.37 / -5.04 eV
2S+1 ... 2
Energy ... -108279.459 eV
Net charge ... +1
HOMO-LUMO gap (alpha / beta) ... 6.422 / 6.758 eV

***

Computed, not measured: a molecular structure, C15H19F6IrN8O4S2, with ωB97M-V/def2-TZVPD.

Structure (XYZ):
```
55
Properties=species:S:1:pos:R:3:forces:R:3
Ir -0.129 0.845 0.492 0.3 0.1 0.8
N 3.558 1.458 1.999 0.0 0.0 0.2
C 4.032 1.394 0.712 0.0 0.0 0.0
C 2.977 1.062 -0.080 0.0 0.0 0.0
N 1.879 0.907 0.728 0.0 0.2 0.1
C 2.255 1.168 1.985 -0.2 -0.2 0.0
C 1.186 1.104 2.970 0.0 -0.1 -0.2
N -0.017 0.795 2.471 0.1 0.1 -0.1
C -0.939 0.843 3.487 0.0 0.0 0.0
C -0.263 1.157 4.626 -0.1 0.0 0.0
N 1.057 1.319 4.281 0.2 0.0 0.0
H 4.121 1.681 2.809 0.0 0.0 0.0
H 5.067 1.584 0.480 0.0 0.0 0.0
H 2.940 0.927 -1.147 0.0 0.0 0.0
H -1.988 0.662 3.333 0.0 0.0 0.0
H -0.602 1.277 5.641 0.0 0.0 0.0
H 1.796 1.549 4.932 0.0 0.0 0.0
F -5.004 2.312 -0.320 0.0 0.0 0.0
C -4.378 1.541 -1.168 -0.1 0.2 0.3
F -4.743 0.286 -1.051 0.0 0.0 0.0
F -4.479 1.968 -2.396 0.0 0.0 0.0
S -2.532 1.538 -0.774 0.2 -0.7 -0.3
O -1.929 0.532 -1.622 -0.3 0.1 -0.3
O -2.250 1.147 0.662 0.0 0.0 -0.5
N -2.027 3.007 -1.055 0.0 0.1 0.1
S -0.488 3.149 -0.821 0.0 0.0 0.0
O 0.320 2.183 -1.580 -0.1 -0.2 0.0
O -0.115 2.930 0.627 0.0 0.4 -0.1
C -0.084 4.935 -1.290 0.0 0.0 0.1
F -0.678 5.709 -0.425 0.0 0.0 0.0
F -0.514 5.115 -2.505 0.0 0.0 0.0
F 1.223 5.018 -1.208 0.0 0.0 0.0
C 0.598 -3.016 -3.345 0.1 0.0 0.0
C 1.001 -1.561 -3.239 -0.1 0.0 0.1
N 0.564 -1.016 -1.931 0.1 0.0 -0.1
C 0.188 -1.767 -0.905 -0.1 0.1 0.1
N -0.294 -1.103 0.244 -0.1 -0.1 -0.1
C -1.023 -1.875 1.256 0.2 0.1 -0.1
C -1.413 -3.259 0.794 0.0 0.0 0.1
C -0.202 -3.927 0.190 0.0 0.1 -0.1
N 0.300 -3.079 -0.909 0.1 -0.1 -0.1
C 0.956 -3.741 -2.063 -0.1 0.0 0.1
H 1.125 -3.479 -4.178 0.0 0.0 0.0
H -0.471 -3.110 -3.540 0.0 0.0 0.0
H 0.512 -0.961 -4.004 0.1 0.0 0.0
H 2.079 -1.428 -3.322 0.0 0.0 0.0
H 0.279 -0.045 -1.942 -0.1 0.0 0.0
H -1.884 -1.268 1.544 0.0 0.0 0.0
H -0.354 -1.927 2.126 0.0 0.0 0.0
H -2.225 -3.211 0.066 0.0 0.0 0.0
H -1.772 -3.828 1.651 0.0 0.0 0.0
H -0.458 -4.887 -0.252 0.0 0.0 0.0
H 0.599 -4.092 0.916 0.0 0.0 0.0
H 0.609 -4.771 -2.074 0.0 0.0 0.0
H 2.033 -3.747 -1.878 0.0 0.0 0.0
```
Positions in Å, forces in eV/Å.

Output
Lowest unoccupied orbital energy (alpha / beta) ... -10.13 / -12.21 eV
2S+1 ... 2
Energy ... -76760.771 eV
Net charge ... +3
HOMO-LUMO gap (alpha / beta) ... 8.011 / 5.923 eV

***

Computed, not measured: 2 unconnected molecules or ions with the total composition C15H19N3O2S in a non-equilibrium geometry, with ωB97M-V/def2-TZVPD.

Structure (XYZ):
```
40
Properties=species:S:1:pos:R:3:forces:R:3
C 2.177 5.698 2.449 0.0 0.0 0.0
C 1.768 4.255 2.591 -0.1 -0.4 0.0
C 2.246 3.482 3.658 -0.1 -0.2 0.0
C 1.863 2.145 3.810 -0.1 0.0 -0.2
C 1.005 1.555 2.869 0.0 0.2 -0.1
S 0.376 -0.119 3.092 -0.3 -0.1 0.1
O 0.336 -0.377 4.514 0.2 0.0 -0.7
O -0.845 -0.230 2.312 0.8 0.0 0.4
N 1.554 -1.090 2.347 -0.3 -0.2 0.0
C 1.433 -2.373 2.308 -0.3 0.9 0.5
C 2.408 -3.203 1.603 1.0 -0.3 -0.7
C 2.299 -4.610 1.601 -0.1 0.5 0.1
C 3.233 -5.401 0.933 0.1 0.2 0.0
C 4.297 -4.794 0.253 -0.2 0.0 0.1
C 4.432 -3.400 0.248 -0.4 0.2 0.3
C 3.491 -2.602 0.918 0.0 -0.7 -0.1
C 0.513 2.321 1.808 0.1 -0.1 0.1
C 0.900 3.654 1.670 0.1 0.1 0.1
H 1.711 6.147 1.568 0.1 0.0 0.1
H 1.883 6.281 3.330 0.0 -0.1 -0.1
H 3.265 5.783 2.351 -0.2 0.0 0.0
H 2.918 3.949 4.390 -0.3 -0.3 -0.3
H 2.214 1.567 4.659 -0.1 0.1 -0.1
H 0.630 -2.921 2.828 0.1 0.3 -0.2
H 1.464 -5.066 2.140 0.3 0.0 -0.2
H 3.132 -6.491 0.948 0.1 0.5 0.0
H 5.032 -5.413 -0.269 -0.3 0.2 0.2
H 5.271 -2.929 -0.274 -0.4 -0.2 0.2
H 3.580 -1.519 0.925 0.0 -0.2 0.0
H -0.185 1.880 1.103 0.1 0.0 0.1
H 0.511 4.257 0.841 0.1 -0.3 0.3
C -0.987 -2.820 -2.450 0.2 0.6 0.2
N -0.443 -2.165 -1.269 1.4 -0.5 -0.3
N -1.444 -2.064 -0.275 -1.2 0.7 0.5
H -0.193 -2.938 -3.192 -0.1 0.0 0.1
H -1.331 -3.807 -2.134 0.0 0.0 -0.2
H -1.823 -2.268 -2.899 -0.1 -0.1 0.0
H -0.102 -1.226 -1.451 -0.3 -0.1 -0.3
H -1.848 -2.986 -0.152 0.3 0.1 0.4
H -1.062 -1.682 0.599 -0.1 -0.5 -0.5
```
Positions in Å, forces in eV/Å.

Output
Lowest unoccupied orbital energy ... -0.39 eV
Energy ... -35261.669 eV
Net charge ... 0
HOMO-LUMO gap ... 6.860 eV

***

Computed, not measured: C15H19N5O2S in the gas phase in a non-equilibrium geometry, with ωB97M-V/def2-TZVPD.

Structure (XYZ):
```
42
Properties=species:S:1:pos:R:3:forces:R:3
C 5.831 -0.482 -1.901 0.0 0.0 0.1
C 4.557 -1.266 -1.928 -0.1 -0.1 -0.1
C 4.404 -2.351 -2.782 0.0 0.1 0.1
C 3.235 -3.093 -2.784 0.0 0.0 0.1
C 2.193 -2.758 -1.941 -0.1 0.1 0.0
C 2.339 -1.669 -1.090 0.6 -0.4 -0.6
N 1.272 -1.345 -0.245 -0.8 1.3 1.0
N 0.320 -2.239 0.076 0.3 -1.1 -0.5
N -0.518 -1.667 0.826 -0.7 -0.6 0.2
N -0.196 -0.401 1.046 0.6 0.9 0.0
C 0.923 -0.185 0.380 0.0 -0.5 -0.1
S 1.736 1.332 0.311 0.2 0.5 0.1
C 0.368 2.334 0.953 0.3 -0.5 -0.2
C -0.857 2.158 0.051 0.1 0.3 0.3
O -0.766 1.823 -1.109 0.0 0.0 -0.3
N -2.008 2.473 0.664 -0.4 0.1 0.3
C -3.299 2.359 0.030 -0.4 -0.1 0.1
C -4.182 1.362 0.791 0.1 0.1 -0.6
C -3.642 -0.083 0.772 0.0 0.1 0.1
C -3.296 -0.370 2.235 -0.1 0.2 0.1
C -4.193 0.623 2.971 0.0 -0.4 0.2
O -4.230 1.775 2.153 0.1 0.3 -0.1
C 3.515 -0.933 -1.073 -0.2 -0.1 0.0
H 6.521 -0.919 -1.178 0.1 0.0 0.0
H 5.645 0.549 -1.608 0.1 0.1 0.0
H 6.314 -0.494 -2.875 0.1 0.0 0.0
H 5.210 -2.618 -3.451 0.1 0.0 -0.1
H 3.131 -3.935 -3.452 0.0 -0.1 -0.1
H 1.273 -3.320 -1.928 0.0 0.0 0.0
H 0.712 3.368 0.916 0.0 0.0 0.0
H 0.169 2.037 1.981 -0.1 0.1 0.0
H -2.047 2.620 1.662 0.2 0.0 -0.1
H -3.145 2.029 -0.998 -0.1 0.1 0.1
H -3.785 3.340 0.032 0.0 -0.1 -0.1
H -5.196 1.404 0.365 0.1 0.0 0.1
H -4.407 -0.767 0.409 0.0 0.0 0.0
H -2.767 -0.173 0.134 0.0 0.0 -0.1
H -2.244 -0.154 2.417 0.0 0.0 0.0
H -3.493 -1.399 2.518 0.0 -0.1 0.0
H -5.208 0.215 3.089 0.1 0.0 0.0
H -3.816 0.925 3.950 -0.1 -0.1 0.0
H 3.629 -0.103 -0.391 0.1 0.0 0.0
```
Positions in Å, forces in eV/Å.

Output
Lowest unoccupied orbital energy ... 0.50 eV
Energy ... -38243.537 eV
Net charge ... 0
HOMO-LUMO gap ... 9.521 eV